1.
This record from the Open Molecules 2025 dataset describes a molecular structure, C34H43Cl2N8OSSeZn. The level of theory is wB97M-V/def2-TZVPD.

```
91
Properties=species:S:1:pos:R:3:lowdin_charge:R:1
Zn -1.41490 -1.65779 -0.78775 0.288
N 1.68970 -3.17786 -3.20352 0.070
C 0.80297 -2.96274 -2.19563 -0.861
S -0.86318 -3.29474 -2.53216 0.602
N 1.30960 -2.55800 -1.04923 0.021
N 0.37521 -2.29987 -0.12409 -0.068
C 0.54657 -2.48126 1.13564 -0.166
C 1.86291 -2.77933 1.73819 -0.176
C 2.07453 -3.92016 2.51106 -0.036
C 3.32196 -4.16795 3.06184 -0.065
C 4.36570 -3.27709 2.85381 -0.070
C 4.16413 -2.14647 2.07493 -0.065
C 2.92344 -1.90506 1.50944 -0.033
C -0.70235 -2.47319 1.93042 -0.216
C -0.71795 -2.67399 3.30740 -0.011
C -1.93237 -2.77153 3.96724 -0.026
C -3.10675 -2.64120 3.24643 -0.025
C -3.01412 -2.40111 1.88591 -0.128
N -1.85393 -2.32991 1.24719 0.027
H 1.38615 -3.79681 -3.93471 0.079
H 2.66540 -3.22063 -2.94845 0.104
H 1.27089 -4.63267 2.65050 0.122
H 3.47890 -5.05572 3.66002 0.109
H 5.33523 -3.47422 3.29167 0.108
H 4.97688 -1.45086 1.91011 0.106
H 2.77371 -1.03275 0.88493 0.108
H 0.20729 -2.75134 3.85835 0.116
H -1.95816 -2.96061 5.03210 0.120
H -4.07445 -2.71945 3.72026 0.116
H -3.90604 -2.27366 1.28621 0.077
C -2.27929 1.98742 4.31030 -0.106
C -0.93408 2.64409 4.00540 -0.250
C 0.25314 1.73078 4.31218 -0.169
C 0.41572 0.58236 3.31393 -0.151
N 0.92209 1.04486 2.03301 -0.002
C 0.20284 1.26918 0.90739 -0.609
Se -1.57752 0.83502 0.66114 0.750
N 1.01799 1.84792 -0.00615 -0.003
C 0.61906 2.38904 -1.29611 -0.153
C 0.63600 3.92089 -1.30159 -0.176
C -0.38773 4.56491 -0.36542 -0.245
C -1.82933 4.40477 -0.84645 -0.107
C 2.29241 1.96923 0.53231 -0.143
C 3.47658 2.46810 0.00702 0.003
C 4.59217 2.43431 0.82553 -0.067
C 4.53175 1.91207 2.11948 -0.071
C 3.35308 1.41052 2.64285 -0.010
C 2.23130 1.45663 1.82756 -0.165
H -3.07919 2.72757 4.31918 0.075
H -2.25580 1.49744 5.28608 0.076
H -2.53509 1.24299 3.55400 0.029
H -0.83112 3.55316 4.60063 0.110
H -0.90924 2.94779 2.95404 0.083
H 0.12087 1.29514 5.30592 0.119
H 1.17696 2.31454 4.33735 0.109
H -0.54533 0.10605 3.13619 0.072
H 1.11989 -0.16039 3.69564 0.125
H -0.37761 2.01389 -1.51476 0.056
H 1.31344 2.00749 -2.04787 0.130
H 0.44185 4.25422 -2.32397 0.119
H 1.63488 4.26519 -1.02486 0.100
H -0.15439 5.62929 -0.30121 0.110
H -0.28405 4.14962 0.64223 0.096
H -1.91472 4.69012 -1.89735 0.076
H -2.49557 5.03946 -0.26210 0.076
H -2.17446 3.37709 -0.72980 0.016
H 3.53223 2.86871 -0.99564 0.115
H 5.53204 2.82159 0.45652 0.110
H 5.43049 1.89199 2.72090 0.111
H 3.31588 1.00287 3.64398 0.121
Cl -5.13924 0.30223 0.12685 0.554
C -4.54994 -0.10794 -1.48286 -0.960
Cl -3.95291 -1.78466 -1.54588 0.601
H -3.72429 0.55001 -1.73634 -0.001
H -5.37616 -0.03173 -2.17958 0.035
N -1.16500 -0.22031 -2.40545 0.122
C -1.13463 -0.18007 -3.56450 -0.246
N -1.09236 -0.11112 -4.86060 -0.066
C -2.24594 0.32666 -5.65222 -0.091
C -2.80863 -0.86680 -6.41902 -0.178
O -1.80145 -1.48857 -7.19010 -0.116
C -0.73698 -1.97001 -6.38856 -0.179
C -0.07129 -0.82292 -5.63774 -0.092
H -1.89740 1.07972 -6.36241 0.136
H -2.99906 0.77115 -5.00351 0.132
H -3.56656 -0.52625 -7.12323 0.134
H -3.26156 -1.58607 -5.72336 0.132
H -0.02317 -2.43205 -7.06884 0.134
H -1.10248 -2.71801 -5.67327 0.108
H 0.34945 -0.11782 -6.35823 0.136
H 0.71456 -1.18535 -4.97671 0.117
```

Output
charge	+1



2.
This record from the Open Molecules 2025 dataset describes a molecular structure, C34H43ClN2O2P2Rb. The level of theory is wB97M-V/def2-TZVPD.

```
85
Properties=species:S:1:pos:R:3:lowdin_charge:R:1
Rb -0.57099 2.09414 0.44602 0.675
C -1.32197 7.12275 2.01504 -0.016
O -0.07169 6.98882 1.30959 -0.012
C 0.22274 5.74973 0.92538 -0.589
O -0.48245 4.78149 1.14689 -0.071
N 1.40348 5.73655 0.25433 0.004
N 1.94611 4.52825 -0.17478 0.043
H -1.38097 8.16377 2.30763 0.097
H -1.33522 6.48035 2.89139 0.097
H -2.15308 6.86578 1.36277 0.099
H 1.91491 6.59841 0.16964 0.158
H 2.82834 4.36964 0.29333 0.093
H 2.11584 4.57041 -1.17016 0.084
Cl -3.23907 1.99161 2.02269 0.619
C -4.47398 0.74923 1.97533 -0.632
C -5.73040 1.05164 2.46591 -0.094
C -6.70451 0.06435 2.45084 -0.064
C -6.40847 -1.19642 1.95643 -0.061
C -5.13771 -1.47940 1.47106 -0.066
C -4.14063 -0.50888 1.46828 -0.395
P -2.44135 -0.76477 0.82325 1.016
C -2.55163 -2.45288 0.12764 -0.404
C -2.03434 -3.59088 0.74054 -0.077
C -2.12331 -4.82825 0.10924 -0.068
C -2.73900 -4.93890 -1.12903 -0.076
C -3.26524 -3.80780 -1.74439 -0.076
C -3.16021 -2.57263 -1.12341 -0.126
C -1.49349 -0.98971 2.37177 -0.409
C -0.10055 -0.93929 2.27862 -0.133
C 0.69528 -1.09037 3.40637 -0.063
C 0.10053 -1.27632 4.64831 -0.065
C -1.28366 -1.31810 4.75190 -0.059
C -2.07696 -1.17812 3.62082 -0.073
H -5.93902 2.04111 2.85441 0.112
H -7.69372 0.28527 2.83216 0.113
H -7.16805 -1.96861 1.95053 0.112
H -4.91660 -2.47058 1.09474 0.108
H -1.55927 -3.51728 1.71052 0.106
H -1.71736 -5.70896 0.59355 0.109
H -2.81052 -5.90417 -1.61555 0.108
H -3.74922 -3.88905 -2.71011 0.109
H -3.55618 -1.68936 -1.61407 0.110
H 0.37808 -0.81628 1.30785 0.063
H 1.77415 -1.07332 3.30965 0.096
H 0.71385 -1.39345 5.53323 0.110
H -1.75002 -1.46714 5.71873 0.112
H -3.15613 -1.21821 3.71460 0.111
C 2.02398 2.00943 -3.54425 -0.097
C 2.93452 1.12955 -2.67593 -0.694
C 3.76698 2.04036 -1.75858 -0.111
C 3.90694 0.35016 -3.56357 -0.078
P 1.83320 0.15236 -1.50011 1.106
C 3.06224 -0.74450 -0.46947 -0.371
C 3.76920 -1.88958 -0.83997 -0.099
C 4.70149 -2.46281 0.01446 -0.062
C 4.95749 -1.89702 1.25726 -0.072
C 4.26853 -0.75785 1.64580 -0.084
C 3.32763 -0.19547 0.78979 -0.130
C 0.85467 -1.16092 -2.43450 -0.685
C -0.52760 -0.54196 -2.71551 -0.114
C 1.42527 -1.67882 -3.75390 -0.082
C 0.65364 -2.33728 -1.47393 -0.089
H 2.63357 2.68414 -4.15538 0.092
H 1.35332 2.61999 -2.93259 0.068
H 1.41278 1.41712 -4.22635 0.068
H 4.26983 2.80359 -2.36433 0.094
H 4.53431 1.47720 -1.22359 0.085
H 3.13908 2.53663 -1.01587 0.036
H 4.62031 1.05733 -4.00097 0.092
H 3.40866 -0.15720 -4.38664 0.063
H 4.48591 -0.38049 -2.99760 0.075
H 3.59176 -2.35613 -1.80150 0.095
H 5.23389 -3.35460 -0.29439 0.111
H 5.69218 -2.34252 1.91749 0.109
H 4.46407 -0.30628 2.61224 0.108
H 2.79297 0.69516 1.09906 0.091
H -0.46415 0.34978 -3.34332 0.071
H -1.03801 -0.27707 -1.78552 0.025
H -1.15653 -1.27301 -3.23592 0.089
H 1.42785 -0.90667 -4.52380 0.072
H 0.78811 -2.49447 -4.11354 0.094
H 2.43812 -2.07088 -3.66071 0.071
H 0.29325 -1.99999 -0.49918 0.055
H 1.56868 -2.90654 -1.31272 0.071
H -0.10449 -3.01489 -1.88193 0.091
```

Output
charge	+1



Q: Which energy relative to the best compared isomer or geometry (same formula, charge and spin) values were calculated for the entries above? A: 109.42, 2.43, in kJ/mol.